Entry 1:
The following is a quantum chemistry calculation of C4H5ClFNS in the gas phase, from OMol25.

Calculated values
* HOMO level: -7.704 eV
* gap between HOMO and LUMO: 8.42 eV
* M: 153.6 g/mol
* structure (SMILES): CN1CSC(Cl)=C1F
* LUMO: 0.0263 hartree

Each line ends with the Mulliken charge.
Element x y z (Å)
C (1.3967, -0.7888, 0.4873)  -1.075
H (1.5811, -1.8088, 0.1893)  0.310
Cl (-3.6384, -0.2622, -0.1941)  -0.195
S (-1.5169, 1.8923, -0.1250)  -0.195
N (0.3490, -0.1140, -0.2822)  0.067
C (-0.9549, -0.6821, -0.2282)  -0.063
F (-1.0009, -2.0295, -0.3097)  -0.261
H (2.3074, -0.1877, 0.0459)  0.383
H (1.4498, -0.6993, 1.5314)  0.366
C (-1.9958, 0.1526, -0.2039)  0.484
C (0.2870, 1.2719, -0.2877)  -0.513
H (0.7384, 1.5876, -1.1966)  0.366
H (0.9974, 1.6680, 0.5735)  0.326

***

Entry 2:
The following is a quantum chemistry calculation of a molecular structure, H2O2Tl, from OMol25.

Calculated values
* HOMO level: -13.369 eV
* gap between HOMO and LUMO: 3.33 eV
* M: 238.4 g/mol
* charge: +1
* LUMO: -0.3687 hartree

Each line ends with the Mulliken charge.
Element x y z (Å)
Tl (-2.8233, 2.4222, -1.8429)  0.946
O (-0.1713, 1.3188, -0.4379)  -0.446
H (1.4825, -1.0129, 1.5731)  0.417
H (-0.4544, -0.6107, -0.4047)  0.306
O (1.9664, -2.1174, 1.1123)  -0.223

***

Entry 3:
The following is a quantum chemistry calculation of 2 unconnected molecules or ions with the total composition CH3Cl2N3, from OMol25.

Calculated values
* HOMO level: -9.839 eV
* gap between HOMO and LUMO: 9.98 eV
* M: 128.0 g/mol
* structure (SMILES): ClNCl.N=C=N
* LUMO: 0.0053 hartree

Each line ends with the Mulliken charge.
Element x y z (Å)
H (0.0669, 1.2804, -2.1683)  0.294
C (0.4826, -0.2425, -0.8532)  0.515
N (0.5889, 0.4489, -1.8132)  -0.442
Cl (-1.7624, -0.8799, 3.1233)  -0.065
H (0.3582, -1.8179, 0.1294)  0.208
H (-0.4357, 0.1012, 1.6637)  0.354
N (0.6054, -0.9359, 0.1164)  -0.583
Cl (-1.8868, 1.8533, 2.2572)  -0.057
N (-0.8094, 0.4797, 2.5535)  -0.224

***

Entry 4:
The following is a quantum chemistry calculation of a molecular structure, C4H2CsO2, from OMol25.

Calculated values
* HOMO level (spin up / spin down): -10.701 / -10.758 eV
* gap between HOMO and LUMO (spin up / spin down): 6.86 / 6.83 eV
* M: 215.0 g/mol
* charge: +1
* LUMO (spin up / spin down): -0.1413 / -0.1442 hartree

Each line ends with the Mulliken charge.
Element x y z (Å)
Cs (-0.0311, 1.0028, -1.6601)  0.970
C (0.0783, 2.4336, 2.1032)  -0.249
H (-1.0175, 1.0702, 3.4529)  0.296
O (2.3626, 1.7926, 3.6207)  -0.289
C (-0.4064, 1.9621, 3.2854)  -0.330
C (1.3113, 1.8623, 3.1904)  0.369
C (-1.6267, -3.6713, -1.6645)  0.127
O (-1.2287, -2.6197, -1.7878)  -0.127
H (-1.0226, 3.0991, 2.6667)  0.234

***

Entry 5:
The following is a quantum chemistry calculation of C6H6N2O2 in the gas phase, from OMol25.

Calculated values
* HOMO level: -9.372 eV
* gap between HOMO and LUMO: 9.67 eV
* M: 138.1 g/mol
* structure (SMILES): N1=N[C@H]2[C@@H]3O[C@@H]3[C@@H]1[C@H]1O[C@@H]21
* LUMO: 0.0108 hartree

Each line ends with the Mulliken charge.
Element x y z (Å)
H (-2.3238, -0.4626, 1.1780)  0.338
N (-0.9595, 0.4050, -1.4564)  -0.332
N (-0.2283, 1.4692, -1.2877)  -0.386
C (0.6581, 1.2379, -0.0622)  0.180
C (-0.9041, -0.7760, -0.5910)  0.112
C (1.4239, -0.1384, -0.2305)  -0.426
C (-1.2640, -0.1966, 0.8497)  -0.332
C (-0.2774, 0.9820, 1.1041)  -0.122
O (-0.3465, -0.1702, 1.8926)  -0.429
H (0.8084, -2.3577, -0.3699)  0.340
H (1.4129, 2.0481, 0.1115)  0.413
C (0.5844, -1.2955, -0.7030)  -0.182
O (1.5531, -0.6320, -1.5589)  -0.424
H (-0.7280, 1.8132, 1.6816)  0.412
H (2.1205, -0.3927, 0.5271)  0.441
H (-1.5298, -1.5338, -1.0850)  0.397

***

Entry 6:
The following is a quantum chemistry calculation of 2 unconnected molecules or ions with the total composition C3H11N2, from OMol25.

Calculated values
* HOMO level: -14.494 eV
* gap between HOMO and LUMO: 11.02 eV
* M: 75.1 g/mol
* charge: +1
* LUMO: -0.1278 hartree

Each line ends with the Mulliken charge.
Element x y z (Å)
C (1.0413, -1.3904, -1.2768)  -0.756
H (1.4250, -2.3830, -1.4598)  0.369
C (-0.2377, 0.8966, 1.8341)  -1.100
H (1.1206, -0.8287, -2.1932)  0.311
H (-0.9819, 2.1703, -1.0638)  0.272
C (-0.4101, 2.0610, -0.1542)  -0.348
N (-0.3106, 0.8899, 0.3513)  -0.288
H (-0.5053, -0.5329, -0.1323)  0.442
H (-0.9943, 1.5575, 2.2555)  0.418
H (-0.6569, -0.0399, 2.2744)  0.338
H (1.6564, -0.9960, -0.4586)  0.284
N (-0.3584, -1.4760, -0.7677)  -0.319
H (0.0414, 2.9120, 0.3647)  0.312
H (-0.5506, -2.3311, -0.2509)  0.351
H (0.7775, 0.9260, 2.1861)  0.356
H (-1.0563, -1.4354, -1.5087)  0.356

***

Entry 7:
The following is a quantum chemistry calculation of C2H7NOSi in the gas phase, from OMol25.

Calculated values
* HOMO level: -8.953 eV
* gap between HOMO and LUMO: 9.91 eV
* M: 89.2 g/mol
* structure (SMILES): C=N[SiH2]OC
* LUMO: 0.0351 hartree

Each line ends with the Mulliken charge.
Element x y z (Å)
H (-3.0187, 0.0016, 0.5060)  0.233
C (2.6354, 0.3986, -0.3187)  -0.210
H (3.0322, 1.3825, -0.0468)  0.227
O (-1.1951, -0.2866, -0.3733)  -0.185
Si (0.1551, -0.9667, 0.2085)  0.137
H (0.1716, -2.1532, -0.6296)  -0.116
C (-2.2264, 0.5825, 0.0246)  -0.507
N (1.5186, 0.0608, 0.0955)  -0.173
H (3.2867, -0.2199, -0.9468)  0.224
H (-1.8682, 1.3524, 0.7066)  0.268
H (-2.6262, 1.0455, -0.8801)  0.223
H (0.1350, -1.1975, 1.6542)  -0.121

***

Entry 8:
The following is a quantum chemistry calculation of a molecular structure, C37H28Cl4N5O9S5SbZr, from OMol25.

Calculated values
* HOMO level: -1.687 eV
* gap between HOMO and LUMO: 5.20 eV
* M: 1201.8 g/mol
* charge: -2
* LUMO: 0.1292 hartree

Each line ends with the Mulliken charge.
Element x y z (Å)
C (0.7086, 0.4415, 3.1837)  -0.371
C (4.9846, 1.1971, -8.2601)  -1.419
H (5.2678, -0.0165, -5.8526)  0.348
O (3.6165, 1.9035, -2.6472)  -0.922
H (0.7399, 4.2748, 6.8940)  0.354
Cl (0.5666, 3.3954, 2.1286)  -0.123
H (-1.6808, -1.0975, -0.3767)  -0.212
O (2.7719, 4.8200, 0.5808)  -0.627
C (-2.7973, -0.5886, -3.4339)  1.307
Cl (-1.8513, -4.4359, -3.1307)  -0.207
C (2.1406, 2.6366, -0.0553)  -0.295
O (-0.3972, -1.6035, -5.6393)  -0.650
N (0.8508, 1.0366, 0.8820)  0.546
C (4.2368, -0.0094, -6.1859)  -0.997
H (0.4529, 3.5085, 8.4611)  0.367
C (-1.1422, 2.9500, 5.6241)  -0.844
H (-4.3336, 0.3204, -4.6111)  0.444
H (3.7824, 3.1456, -1.7469)  0.458
C (1.2666, 2.3315, 0.9978)  0.233
H (-2.9378, 0.9539, 0.4476)  0.374
C (3.9138, 0.5670, -7.4114)  1.089
C (-0.4345, -0.9544, 1.2720)  0.776
H (-0.0287, -3.5424, 3.0055)  -0.051
O (-1.1148, -1.8077, -2.2032)  0.431
C (-2.0090, -1.1905, 3.0703)  -0.526
C (0.6809, -2.0512, 1.4295)  0.468
Sb (2.5577, -5.5985, 2.3178)  0.469
N (-1.2777, -0.3776, 0.2164)  0.453
C (-2.1325, -1.7597, -3.0364)  -1.620
C (0.3398, -0.3834, 4.1725)  -1.572
H (-2.6031, 2.5656, 4.1070)  0.364
C (-0.5309, 2.5418, 6.8000)  0.857
H (-4.0221, -3.9450, -4.8670)  0.428
H (4.6231, 1.3975, -9.2688)  0.353
H (-4.4220, 0.9369, 2.0981)  0.246
C (-2.6029, 0.0065, 2.3069)  0.476
Cl (-5.6265, -1.8403, -5.9612)  -0.267
C (0.2251, 0.2862, 1.8565)  -1.217
C (2.5839, 0.5671, -7.8206)  -0.848
C (1.5949, 0.0168, -7.0209)  -0.577
C (-1.3790, -1.9682, 1.9838)  -0.739
H (-4.2964, -0.0491, 5.8778)  0.280
C (1.9406, -0.5339, -5.7969)  -0.216
C (2.8647, 3.9276, -0.2282)  0.419
H (-2.8178, -1.6774, 3.6164)  0.938
O (2.6124, -0.0763, -2.4621)  -0.352
N (-3.6833, 0.2730, 5.1448)  -0.005
O (1.2489, -2.1891, -3.8740)  -0.607
H (1.5495, 2.7648, 7.2990)  0.293
C (2.8467, 1.1318, -2.0712)  1.166
N (1.3087, 0.5367, -0.3119)  -0.546
S (0.6124, -6.4870, 3.0971)  -0.722
C (-2.1639, 2.2207, 5.0324)  -0.115
C (2.1218, 1.5047, -0.8449)  -0.041
C (-1.9957, 0.6218, 6.8089)  -0.395
Cl (-2.3079, 0.9524, -2.8020)  -0.199
H (-0.5197, 1.0054, 8.2999)  0.348
H (-2.3209, -0.3060, 7.2662)  0.349
O (0.2562, -0.0708, -3.8316)  -0.601
H (-0.8293, -2.0827, 4.7108)  0.940
H (0.5608, 0.0051, -7.3380)  0.466
H (-1.9565, -2.5195, 1.2365)  0.584
S (0.6544, -1.1682, -4.7716)  1.892
C (0.6121, 3.3169, 7.3978)  -1.457
C (-2.3445, 0.2307, 0.9970)  -1.290
H (5.3112, 2.1442, -7.8254)  0.293
S (2.3559, -2.7399, -0.9718)  -0.158
O (3.7045, 4.0123, -1.2515)  -0.589
H (2.3182, 1.0036, -8.7765)  0.291
H (5.8607, 0.5511, -8.3313)  0.351
S (3.1796, -3.8358, 3.6020)  -0.661
C (-0.1575, -2.5167, 2.6669)  -0.722
C (-0.9828, 1.3630, 7.3865)  -0.778
S (0.6630, -3.2779, 0.0655)  -0.115
C (-0.5892, -1.4790, 3.8376)  -0.004
C (-2.5975, 1.0448, 5.6257)  0.531
C (-3.8578, -0.6064, -4.3256)  -0.882
H (0.7699, -0.3121, 5.1607)  0.529
C (-2.6290, -2.9590, -3.5812)  0.926
H (1.4391, 1.2168, 3.3742)  0.629
O (-5.6470, 0.5175, 4.0450)  -0.740
H (1.7094, -1.7147, 1.5482)  0.523
C (-4.2903, -1.8122, -4.8359)  0.468
H (-0.8053, 3.8594, 5.1428)  0.223
Zr (0.8089, -1.0460, -1.8716)  0.514
C (-3.6859, -2.9995, -4.4673)  -0.763
C (3.2611, -0.5597, -5.3730)  -0.282
N (-3.7601, 0.6755, 2.8137)  -0.070
H (3.5101, -0.9856, -4.4134)  0.517
C (-4.4239, 0.4940, 3.9967)  0.083

***

Which formula does entry 7 have? C2H7NOSi

***

Which of these has the highest M? C37H28Cl4N5O9S5SbZr

***

Please write out number 5 again, unchanged.
The following is a quantum chemistry calculation of C6H6N2O2 in the gas phase, from OMol25.

Calculated values
* HOMO level: -9.372 eV
* gap between HOMO and LUMO: 9.67 eV
* M: 138.1 g/mol
* structure (SMILES): N1=N[C@H]2[C@@H]3O[C@@H]3[C@@H]1[C@H]1O[C@@H]21
* LUMO: 0.0108 hartree

Each line ends with the Mulliken charge.
Element x y z (Å)
H (-2.3238, -0.4626, 1.1780)  0.338
N (-0.9595, 0.4050, -1.4564)  -0.332
N (-0.2283, 1.4692, -1.2877)  -0.386
C (0.6581, 1.2379, -0.0622)  0.180
C (-0.9041, -0.7760, -0.5910)  0.112
C (1.4239, -0.1384, -0.2305)  -0.426
C (-1.2640, -0.1966, 0.8497)  -0.332
C (-0.2774, 0.9820, 1.1041)  -0.122
O (-0.3465, -0.1702, 1.8926)  -0.429
H (0.8084, -2.3577, -0.3699)  0.340
H (1.4129, 2.0481, 0.1115)  0.413
C (0.5844, -1.2955, -0.7030)  -0.182
O (1.5531, -0.6320, -1.5589)  -0.424
H (-0.7280, 1.8132, 1.6816)  0.412
H (2.1205, -0.3927, 0.5271)  0.441
H (-1.5298, -1.5338, -1.0850)  0.397